(1)
# C7H10BrCl3FNOP

The ion C7H10BrCl3FNOP with charge +1 in a non-equilibrium geometry (the ωB97M-V functional and the def2-TZVPD basis, the Open Molecules 2025 dataset).

Kohn-Sham gap = 8.3 eV
relative energy (zero: lowest compared OMol25 entry of this formula, charge and spin) = 35.7 kJ/mol
HOMO level = -13.132 eV
SMILES string = C[C@H](Cl)CC1=[NH+][C@@H](Cl)[C@](F)(P(O)Cl)[C@@H]1Br
lowest unoccupied orbital energy = -4.857 eV
charge = +1
energy = -4798.31923 Eh

The geometry in XYZ format:
```
25
Properties=species:S:1:pos:R:3:forces:R:3
C -1.10068 -1.08589 3.13802 -0.2426 -0.1471 -0.6643
C -1.38161 -0.07812 2.04695 0.0991 0.0465 0.1503
Cl -2.02529 -0.97656 0.64175 -0.0341 0.1148 -0.1631
C -0.11887 0.76431 1.72754 0.1224 -0.5271 0.4757
C 0.44920 0.62264 0.38510 -0.3104 0.6887 -0.5716
N 1.61481 0.15345 0.16049 0.9164 0.3773 0.4216
C 1.99078 0.10525 -1.26897 -0.8405 -2.5991 -0.0588
Cl 2.86644 -1.43424 -1.47413 0.2937 0.7114 -0.2192
C 0.53161 -0.04641 -1.84427 0.9311 1.8729 -0.0371
F 0.13095 -1.27851 -1.44868 -0.8360 -0.4682 0.0001
P 0.33900 0.19708 -3.71374 0.6082 0.3623 -1.0244
O -0.19521 -1.26473 -4.11617 -0.2306 0.1683 0.8521
Cl -1.36310 1.37928 -3.75201 -0.0284 -0.3339 0.1691
C -0.11481 1.03398 -0.94820 -0.6845 -0.4571 0.5457
Br 0.53693 2.83143 -1.26499 0.0461 0.0744 -0.0241
H -2.01954 -1.62163 3.32341 -0.2346 -0.1041 0.3936
H -0.72941 -0.61060 4.03376 0.1039 0.0586 0.2826
H -0.40778 -1.81867 2.74214 0.4104 -0.1507 0.1845
H -2.16651 0.58786 2.35658 -0.3396 0.2586 0.0001
H -0.29658 1.80545 1.95940 -0.1379 0.4434 -0.2723
H 0.65469 0.44783 2.41887 0.1866 -0.0305 0.2559
H 2.22896 -0.15857 0.90671 0.1594 -0.0552 -0.1749
H 2.53415 0.96147 -1.62583 0.3203 0.2122 0.0712
H -0.77196 -1.62216 -3.41510 0.0451 -0.3123 -0.4720
H -1.18617 1.10605 -0.96862 -0.3237 -0.2040 -0.1209
```
Positions in Å, forces in eV/Å.



(2)
# C7H10Cl16N4O2P

A cluster of 5 separate species, C7H10Cl16N4O2P in total in a non-equilibrium geometry (the ωB97M-V functional and the def2-TZVPD basis, the Open Molecules 2025 dataset).

Kohn-Sham gap = 8.9 eV
relative energy (zero: lowest compared OMol25 entry of this formula, charge and spin) = 145.3 kJ/mol
HOMO level = -12.925 eV
lowest unoccupied orbital energy = -4.041 eV
charge = +1
energy = -8346.25435 Eh

The geometry in XYZ format:
```
40
Properties=species:S:1:pos:R:3:forces:R:3
C -0.97445 2.81891 -0.35203 -0.4269 -0.2960 0.1640
N 0.11589 2.97407 -1.35673 1.0790 -0.6993 0.8434
C 1.44334 2.73361 -0.79575 -1.2507 2.4183 0.1899
N 1.72495 1.26809 -0.48573 -2.3728 1.0054 0.9257
N 2.64484 1.25937 0.61728 2.3436 -2.3977 -2.0845
C 3.69465 0.58498 0.19393 1.0607 1.4974 1.5225
O 4.79784 0.21957 0.18062 -1.6206 1.9417 0.3015
P 2.31015 0.27825 -1.89216 0.9978 -2.3003 -2.5048
N 2.35749 1.16906 -3.37124 -1.0783 0.1112 2.2319
O 1.09559 -0.87778 -2.16016 0.8499 2.6014 1.0755
H -1.32171 3.80652 0.08939 0.4320 -1.1170 -0.8581
H -1.81319 2.26014 -0.86221 0.6920 0.9338 0.8001
H -0.64222 2.18335 0.51971 -0.3247 0.8404 -0.9013
H -0.05062 2.43130 -2.20612 -0.0225 0.4311 0.3476
H 2.24379 3.20978 -1.44032 -0.6754 -1.1740 0.6394
H 1.51585 3.26715 0.20605 -0.1244 -0.8021 -1.2236
H 0.87136 0.79343 -0.12137 0.1423 0.9063 -0.0746
H 1.42584 1.43962 -3.71004 0.4646 -0.1146 -0.2501
H 2.93468 2.01467 -3.22561 -0.1400 -0.6295 -0.4964
H 0.31478 -0.69400 -1.59288 0.2390 -0.4954 -0.5853
C -3.26918 -0.00833 1.73368 -0.6295 0.1061 0.2082
Cl -3.29429 -1.45060 2.77090 -0.3440 0.0579 -0.4115
Cl -1.72951 0.04821 0.83343 -0.4108 -0.5478 -0.5489
Cl -4.61463 -0.08167 0.58744 0.5814 0.5417 0.3605
Cl -3.42555 1.44769 2.73360 -0.0774 -0.1062 -0.3067
C 0.54860 0.74592 4.12350 -0.0087 -0.1636 0.2776
Cl 0.49456 2.31759 3.29179 -0.0183 -0.0713 -0.0060
Cl 0.55497 1.00539 5.87445 0.0123 0.0053 -0.3438
Cl -0.87481 -0.20932 3.66897 1.1292 0.0685 1.0751
Cl 2.02042 -0.12518 3.64883 -0.1558 0.0673 0.0497
C 4.29473 -3.78750 -0.26282 0.1988 -0.3047 0.0102
Cl 4.71124 -2.07231 -0.04975 -0.2410 -2.0485 -0.2224
Cl 5.75754 -4.77656 -0.11309 -0.2471 0.1749 -0.0278
Cl 3.12424 -4.26773 0.98112 0.1185 0.1149 -0.1532
Cl 3.58051 -4.02445 -1.87047 0.0559 0.0826 0.1801
C -6.46916 -3.59240 -1.24645 -0.0931 -0.2329 -0.0106
Cl -7.57225 -2.35453 -1.87588 0.1656 -0.1237 0.0968
Cl -5.38181 -2.85820 -0.04886 -0.3358 -0.5816 -0.3433
Cl -7.40684 -4.88626 -0.47985 0.1371 0.1984 -0.1126
Cl -5.51150 -4.26486 -2.57945 -0.1018 0.1013 0.1656
```
Positions in Å, forces in eV/Å.



(3)
# C7H10Cl2

An isolated molecule of C7H10Cl2 in a non-equilibrium geometry (the ωB97M-V functional and the def2-TZVPD basis, the Open Molecules 2025 dataset).

Kohn-Sham gap (spin up / spin down) = 8.2 / 6.4 eV
relative energy (zero: lowest compared OMol25 entry of this formula, charge and spin) = 379.3 kJ/mol
HOMO level (spin up / spin down) = -8.294 / -7.509 eV
lowest unoccupied orbital energy (spin up / spin down) = -0.119 / -1.095 eV
charge = 0
energy = -1192.89077 Eh

The geometry in XYZ format:
```
19
Properties=species:S:1:pos:R:3:forces:R:3
C 0.13344 -1.33560 0.30545 1.7680 1.5410 0.1696
C 0.68191 -0.15460 0.40584 -0.6925 -0.1920 -1.4969
C -0.74356 0.44004 -1.57513 -0.4104 0.2305 -2.2018
C -0.17744 0.86352 -0.36345 -0.1694 -0.2737 1.0489
C -0.38672 -2.65052 0.13677 -1.7631 -0.1056 -2.1575
C 1.91945 0.50993 0.91808 -1.3210 -3.8179 4.9822
C -1.24824 1.44436 0.56987 0.3210 3.7585 -0.9901
Cl -0.29873 -0.83067 -2.62686 0.4176 -0.2533 0.2929
Cl 0.94881 2.53358 -1.14999 -0.3949 -0.5711 0.5209
H -1.17461 1.20330 -2.22718 -0.4497 -0.1326 0.7309
H -0.76639 -2.96297 1.11141 -0.3621 -0.6009 -0.4769
H 0.24713 -3.38844 -0.38296 0.4856 0.3185 0.8320
H -1.19357 -2.59584 -0.76029 0.8690 -0.1050 2.2286
H 1.72491 1.49738 1.07653 -0.5190 2.6318 0.7049
H 2.63323 0.46084 0.22494 3.0306 -0.3598 -2.7621
H 2.28585 0.01809 1.92272 -0.5642 0.8792 -1.9771
H -2.19210 1.44693 0.02702 -0.1152 0.1043 0.2925
H -1.04663 2.53826 0.89742 -0.1043 -1.6465 -0.9024
H -1.34673 0.96242 1.48982 -0.0261 -1.4055 1.1615
```
Positions in Å, forces in eV/Å.



(4)
# C7H10Cl2N

A cluster of 2 separate species, C7H10Cl2N in total in a non-equilibrium geometry (the ωB97M-V functional and the def2-TZVPD basis, the Open Molecules 2025 dataset).

Kohn-Sham gap (spin up / spin down) = 5.2 / 5.7 eV
relative energy (zero: lowest compared OMol25 entry of this formula, charge and spin) = 68.8 kJ/mol
HOMO level (spin up / spin down) = -10.205 / -13.077 eV
expectation value of S² = 2.027
lowest unoccupied orbital energy (spin up / spin down) = -4.997 / -7.350 eV
charge = +1
spin multiplicity = 3
energy = -1247.37764 Eh

The geometry in XYZ format:
```
20
Properties=species:S:1:pos:R:3:forces:R:3
C -0.74713 -0.67921 -2.14030 0.0499 -1.0136 -0.8771
C -1.26166 0.23320 -1.42213 0.6179 0.0745 0.5143
C 1.07415 1.24440 -0.03603 1.6471 0.2278 1.2185
C 2.57411 -0.64708 0.46872 1.3443 -1.4341 -0.3786
C 2.31868 -1.66925 1.51207 -0.1758 0.1443 0.1926
C -2.42652 0.71064 0.69539 -0.0311 0.1578 -0.2216
C -2.02727 1.17601 -0.70697 -0.9804 0.9767 0.1969
N 1.90254 0.41835 0.34796 -1.6246 1.2249 -0.9455
Cl 0.93147 2.83937 0.41543 -0.2293 -0.4903 -0.4113
Cl 3.88191 -0.92674 -0.62659 -0.7656 0.3050 0.6241
H -1.34834 -1.31089 -2.78918 -0.1245 -0.2063 -0.2156
H 0.30985 -0.89999 -2.19360 0.5307 -0.0238 0.0215
H 3.21866 -1.84454 2.10169 0.1056 0.0597 -0.0736
H 1.51351 -1.35596 2.17149 -0.0367 0.0291 -0.0285
H 2.05532 -2.61812 1.04495 0.0099 -0.0274 -0.1629
H -3.00237 1.48582 1.19195 -0.0452 0.0346 0.0882
H -3.03058 -0.19012 0.63931 -0.0006 -0.0857 0.0423
H -1.53945 0.50158 1.28860 0.0749 -0.0833 0.1603
H -2.92138 1.40412 -1.31009 -0.1034 0.1536 0.2322
H -1.47550 2.12840 -0.65267 -0.2633 -0.0234 0.0238
```
Positions in Å, forces in eV/Å.



Question: The lowest relative energy (zero: lowest compared OMol25 entry of this formula, charge and spin) belongs to which entry?
Answer: C7H10BrCl3FNOP



Question: The highest relative energy (zero: lowest compared OMol25 entry of this formula, charge and spin) belongs to which entry?
Answer: C7H10Cl2